Here is a 3-piece molecular cluster, C21H29F17O6P overall from the Open Molecules 2025 dataset. Energies are from ωB97M-V with the def2-TZVPD basis set.

The HOMO energy is -13.2 eV. The largest force on an atom comes out at 5.07 eV/Å. The value obtained for the HOMO-LUMO gap is 9.831 eV.

ORCA input file:
```
! RIJCOSX wB97M-V def2-TZVPD def2/J DEFGRID3
* xyz 1 1
C -2.260 1.808 1.127
C -2.485 3.339 0.816
C -1.124 4.008 0.410
C -1.115 4.546 -1.073
O -0.054 3.971 -1.896
P -0.320 2.463 -2.375
C 0.627 1.258 -1.356
C 1.029 -0.034 -2.193
O 2.412 -0.343 -1.955
C 2.469 -1.149 -0.819
O 2.291 -2.307 -0.851
C 2.761 -0.563 0.577
C 3.769 0.643 0.551
C -2.089 2.031 -2.567
C -2.306 0.614 -3.122
O -2.001 -0.318 -2.552
F -2.917 0.549 -4.301
H -2.825 1.476 2.012
H -2.609 1.164 0.294
H -1.197 1.575 1.299
H -3.275 3.464 0.058
H -2.852 3.761 1.766
H -0.998 4.876 1.078
H -0.271 3.318 0.518
H -2.114 4.508 -1.538
H -0.871 5.618 -0.990
H 0.254 2.361 -3.668
H 1.588 1.757 -1.119
H 0.096 0.977 -0.437
H 0.924 0.120 -3.277
H 0.407 -0.854 -1.806
H 1.816 -0.196 1.020
H 3.180 -1.325 1.245
H 4.748 0.284 0.912
H 3.442 1.403 1.280
H 3.916 1.072 -0.452
H -2.658 2.099 -1.624
H -2.534 2.797 -3.235
C -7.323 -0.776 0.537
C -5.856 -0.635 0.977
C -5.445 -1.442 2.207
F -6.141 -1.083 3.302
F -4.131 -1.217 2.481
F -5.562 0.677 1.143
F -5.087 -1.067 -0.067
O -8.218 0.240 0.961
C -8.779 0.129 2.230
C -8.337 1.261 3.157
F -6.991 1.286 3.290
F -8.861 1.084 4.389
F -8.526 -1.089 2.746
F -10.115 0.205 2.064
H -7.319 -0.686 -0.550
H -7.718 -1.772 0.736
H -5.578 -2.514 2.037
H -8.663 2.228 2.768
C 6.066 -3.113 -1.108
C 7.274 -2.570 -1.891
C 8.467 -3.515 -2.035
F 8.992 -3.856 -0.841
F 9.450 -2.904 -2.740
F 7.656 -1.391 -1.351
F 6.829 -2.285 -3.149
O 5.969 -2.732 0.261
C 6.678 -3.471 1.201
C 7.763 -2.643 1.894
F 8.643 -2.148 1.001
F 8.455 -3.417 2.759
F 7.164 -4.592 0.641
F 5.779 -3.866 2.131
H 5.176 -2.674 -1.560
H 5.936 -4.187 -1.240
H 8.183 -4.427 -2.571
H 7.320 -1.807 2.441
*
```


Here is a 2-piece molecular cluster, C21H29F3N3O6S overall from the Open Molecules 2025 dataset. Energies are from ωB97M-V with the def2-TZVPD basis set.

The HOMO energy is -10.8 eV. The largest force on an atom comes out at 1.41 eV/Å. The value obtained for the HOMO-LUMO gap is 5.967 eV.

ORCA input file:
```
! RIJCOSX wB97M-V def2-TZVPD def2/J DEFGRID3
* xyz 1 1
C -7.024 -2.401 -1.058
C -5.517 -2.474 -1.160
O -4.982 -1.857 0.022
O -3.702 -2.458 0.293
C -2.755 -1.650 -0.263
O -2.039 -2.037 -1.111
C -2.586 -0.284 0.323
C -3.507 0.199 1.251
C -3.328 1.470 1.755
N -2.268 2.200 1.344
C -1.351 1.764 0.461
C -0.241 2.694 0.093
C 1.110 1.986 -0.145
C 1.641 2.192 -1.571
C 2.374 0.978 -2.169
C 3.135 0.091 -1.160
C 4.523 -0.339 -1.657
C 4.507 -1.511 -2.647
S 4.529 -1.016 -4.390
C 2.843 -0.937 -4.781
N 1.817 -1.548 -4.288
N 0.723 -1.087 -5.008
C 1.183 -0.260 -5.879
O 2.535 -0.101 -5.790
C -1.511 0.485 -0.066
H -7.448 -2.402 -2.055
H -7.326 -1.485 -0.559
H -7.423 -3.237 -0.497
H -5.190 -1.900 -2.026
H -5.178 -3.498 -1.243
H -4.348 -0.385 1.574
H -4.012 1.905 2.461
H -2.159 3.137 1.713
H -0.555 3.284 -0.764
H -0.139 3.403 0.915
H 1.810 2.431 0.552
H 1.038 0.935 0.109
H 0.791 2.402 -2.218
H 2.277 3.068 -1.633
H 3.101 1.358 -2.882
H 1.690 0.367 -2.746
H 3.282 0.585 -0.205
H 2.570 -0.828 -1.027
H 5.077 -0.677 -0.782
H 5.073 0.504 -2.067
H 3.669 -2.169 -2.445
H 5.415 -2.090 -2.526
H 0.631 0.280 -6.620
H -0.806 0.093 -0.781
C -0.078 -0.622 3.127
C -0.090 0.286 4.338
O 1.007 -0.004 5.209
C 2.166 0.542 4.854
O 2.355 1.230 3.893
C 3.251 0.193 5.887
F 3.193 -1.098 6.218
F 3.064 0.927 6.990
F 4.454 0.457 5.395
H -0.082 -1.669 3.432
H -0.953 -0.435 2.510
H 0.816 -0.459 2.523
H -0.990 0.129 4.930
H -0.058 1.338 4.051
*
```


Here is a single C21H29FN2O2 molecule from the Open Molecules 2025 dataset. Energies are from ωB97M-V with the def2-TZVPD basis set.

The SMILES is O=C(NCCCC1CCCC1)[C@@H]1CCC(=O)N(Cc2ccccc2F)C1. The HOMO energy is -8.9 eV. The largest force on an atom comes out at 0.54 eV/Å. For the relative energy (zero: lowest compared OMol25 entry of this formula, charge and spin), the calculation gives 8.6 kcal/mol. The value obtained for the HOMO-LUMO gap is 9.423 eV.

ORCA input file:
```
! RIJCOSX wB97M-V def2-TZVPD def2/J DEFGRID3
* xyz 0 1
O 1.449 -1.378 -0.424
C 0.529 -1.002 0.271
N 0.101 0.276 0.285
C 0.693 1.297 -0.551
C -0.160 1.621 -1.779
C -1.518 2.220 -1.413
C -2.296 2.686 -2.641
C -3.614 3.381 -2.286
C -4.400 3.316 -3.589
C -4.124 1.899 -4.099
C -2.719 1.541 -3.580
C -0.255 -1.967 1.174
C -0.828 -1.325 2.447
C -0.755 -2.307 3.620
C 0.715 -2.581 3.877
O 1.257 -2.414 4.952
N 1.367 -2.968 2.760
C 2.814 -3.052 2.744
C 3.388 -1.897 1.966
C 3.144 -0.590 2.371
C 3.600 0.482 1.628
C 4.314 0.265 0.460
C 4.577 -1.025 0.040
C 4.107 -2.082 0.795
F 4.368 -3.341 0.376
C 0.640 -3.170 1.531
H -0.728 0.525 0.797
H 0.843 2.198 0.052
H 1.665 0.910 -0.865
H -0.299 0.709 -2.360
H 0.392 2.332 -2.397
H -2.117 1.481 -0.875
H -1.364 3.075 -0.749
H -1.673 3.394 -3.197
H -3.465 4.401 -1.932
H -4.133 2.817 -1.509
H -5.463 3.508 -3.452
H -4.007 4.053 -4.292
H -4.863 1.210 -3.688
H -4.185 1.842 -5.185
H -2.009 1.428 -4.398
H -2.746 0.597 -3.035
H -1.074 -2.345 0.551
H -1.863 -1.012 2.293
H -0.241 -0.444 2.721
H -1.191 -1.874 4.519
H -1.284 -3.232 3.385
H 3.137 -3.006 3.789
H 3.124 -4.005 2.309
H 2.587 -0.427 3.282
H 3.397 1.490 1.957
H 4.665 1.102 -0.125
H 5.124 -1.224 -0.868
H 0.024 -4.074 1.617
H 1.355 -3.317 0.719
*
```


Here is a single C21H29N3O3 molecule from the Open Molecules 2025 dataset. Energies are from ωB97M-V with the def2-TZVPD basis set.

The SMILES is Cc1ccc(-c2nc(CN3CCCC[C@H]3CCN3CCCC3=O)c(C)o2)o1. The HOMO energy is -7.6 eV. The largest force on an atom comes out at 1.52 eV/Å. For the relative energy (zero: lowest compared OMol25 entry of this formula, charge and spin), the calculation gives 56.8 kcal/mol. The value obtained for the HOMO-LUMO gap is 8.407 eV.

ORCA input file:
```
! RIJCOSX wB97M-V def2-TZVPD def2/J DEFGRID3
* xyz 0 1
C -5.593 -1.253 2.477
C -4.941 -0.976 1.172
C -5.404 -0.360 0.040
C -4.337 -0.367 -0.881
C -3.292 -0.991 -0.242
C -1.954 -1.238 -0.685
N -0.987 -1.795 -0.017
C 0.101 -1.752 -0.842
C 1.447 -2.230 -0.416
N 2.381 -1.112 -0.426
C 3.773 -1.511 -0.346
C 4.211 -1.971 1.048
C 3.948 -0.849 2.048
C 2.481 -0.432 1.981
C 2.040 -0.080 0.551
C 2.587 1.275 0.076
C 1.725 2.443 0.560
N 0.390 2.427 0.021
C 0.114 2.819 -1.340
C -1.383 2.535 -1.515
C -1.930 2.523 -0.088
C -0.712 2.272 0.788
O -0.711 2.011 1.970
C -0.262 -1.154 -2.016
C 0.498 -0.839 -3.249
O -1.581 -0.827 -1.922
O -3.664 -1.360 1.001
H -5.054 -0.749 3.278
H -5.580 -2.321 2.687
H -6.620 -0.902 2.459
H -6.382 0.048 -0.113
H -4.328 0.030 -1.875
H 1.335 -2.709 0.567
H 1.813 -2.976 -1.128
H 4.377 -0.647 -0.642
H 3.943 -2.304 -1.080
H 5.271 -2.232 1.031
H 3.648 -2.861 1.334
H 4.595 0.000 1.814
H 4.192 -1.179 3.061
H 2.296 0.422 2.633
H 1.860 -1.255 2.339
H 0.948 -0.002 0.553
H 3.603 1.432 0.437
H 2.615 1.269 -1.015
H 2.206 3.392 0.287
H 1.616 2.402 1.647
H 0.730 2.245 -2.037
H 0.344 3.886 -1.477
H -1.865 3.284 -2.141
H -1.530 1.560 -1.976
H -2.690 1.761 0.077
H -2.351 3.488 0.200
H 0.354 -1.617 -4.000
H 0.157 0.104 -3.671
H 1.553 -0.776 -3.001
*
```


Here is a single C21H29N3O3S molecule from the Open Molecules 2025 dataset. Energies are from ωB97M-V with the def2-TZVPD basis set.

The SMILES is Cc1ccc(-c2nc(CSCC(=O)NCCCN3CCOCC3)c(C)o2)cc1. The HOMO energy is -8.1 eV. The largest force on an atom comes out at 1.22 eV/Å. For the relative energy (zero: lowest compared OMol25 entry of this formula, charge and spin), the calculation gives 35.7 kcal/mol. The value obtained for the HOMO-LUMO gap is 8.682 eV.

ORCA input file:
```
! RIJCOSX wB97M-V def2-TZVPD def2/J DEFGRID3
* xyz 0 1
C -4.924 -3.179 -0.790
C -3.521 -2.807 -0.419
C -3.227 -2.308 0.845
C -1.933 -1.975 1.193
C -0.899 -2.141 0.274
C 0.458 -1.771 0.609
N 1.522 -2.000 -0.105
C 2.564 -1.468 0.603
C 3.960 -1.579 0.133
S 4.418 -0.354 -1.153
C 4.146 1.202 -0.251
C 2.697 1.671 -0.255
O 2.171 2.120 0.744
N 2.114 1.610 -1.462
C 0.742 1.994 -1.696
C -0.171 0.777 -1.854
C -1.646 1.174 -1.826
N -1.963 2.049 -0.712
C -1.848 1.400 0.584
C -2.108 2.427 1.684
O -3.381 3.017 1.556
C -3.508 3.628 0.296
C -3.291 2.624 -0.836
C 2.069 -0.911 1.755
C 2.682 -0.167 2.879
O 0.730 -1.112 1.757
C -1.184 -2.651 -0.992
C -2.481 -2.976 -1.328
H -5.645 -2.650 -0.171
H -5.121 -2.953 -1.836
H -5.074 -4.250 -0.645
H -4.023 -2.174 1.563
H -1.714 -1.583 2.175
H 4.114 -2.539 -0.359
H 4.665 -1.457 0.955
H 4.757 1.948 -0.762
H 4.503 1.089 0.772
H 2.594 1.104 -2.194
H 0.694 2.624 -2.588
H 0.419 2.576 -0.831
H 0.041 0.072 -1.052
H 0.038 0.267 -2.796
H -2.262 0.256 -1.814
H -1.881 1.727 -2.740
H -2.570 0.569 0.676
H -0.840 1.008 0.709
H -1.330 3.203 1.638
H -2.087 1.951 2.666
H -2.771 4.439 0.198
H -4.517 4.044 0.255
H -4.075 1.846 -0.787
H -3.368 3.139 -1.797
H 2.164 -0.405 3.805
H 2.586 0.905 2.695
H 3.735 -0.422 2.975
H -0.375 -2.777 -1.694
H -2.697 -3.365 -2.313
*
```


Here is a single C21H29N5O2 molecule from the Open Molecules 2025 dataset. Energies are from ωB97M-V with the def2-TZVPD basis set.

The SMILES is Cc1cnn(CCCNC(=O)C[C@@H]2CCN(Cc3ccc(C(N)=O)cc3)C2)c1. The HOMO energy is -8.8 eV. The largest force on an atom comes out at 1.05 eV/Å. For the relative energy (zero: lowest compared OMol25 entry of this formula, charge and spin), the calculation gives 38.4 kcal/mol. The value obtained for the HOMO-LUMO gap is 9.378 eV.

ORCA input file:
```
! RIJCOSX wB97M-V def2-TZVPD def2/J DEFGRID3
* xyz 0 1
C -1.551 -10.159 -1.382
C -1.861 -8.841 -0.747
C -2.925 -7.962 -1.037
N -2.910 -6.889 -0.258
N -1.845 -7.053 0.532
C -1.478 -6.013 1.469
C -0.716 -4.875 0.810
C -0.348 -3.798 1.818
N 0.449 -2.715 1.240
C -0.178 -1.506 0.945
O -1.098 -1.439 0.164
C 0.456 -0.278 1.569
C -0.076 1.022 0.997
C 0.290 1.252 -0.488
C 0.977 2.620 -0.515
N 0.490 3.285 0.690
C 1.257 4.455 1.060
C 1.129 5.568 0.050
C -0.120 5.916 -0.457
C -0.247 6.944 -1.372
C 0.871 7.659 -1.789
C 0.661 8.759 -2.786
N 1.633 9.718 -2.841
O -0.315 8.791 -3.508
C 2.120 7.310 -1.293
C 2.246 6.268 -0.384
C 0.494 2.250 1.708
C -1.190 -8.205 0.272
H -1.057 -10.830 -0.680
H -2.465 -10.648 -1.719
H -0.899 -10.049 -2.250
H -3.702 -8.085 -1.774
H -2.399 -5.647 1.924
H -0.879 -6.478 2.256
H 0.193 -5.260 0.340
H -1.328 -4.437 0.020
H -1.262 -3.381 2.253
H 0.222 -4.233 2.643
H 1.340 -2.594 1.696
H 0.285 -0.334 2.651
H 1.543 -0.336 1.434
H -1.161 1.021 1.100
H 0.943 0.467 -0.870
H -0.605 1.248 -1.106
H 2.077 2.513 -0.477
H 0.738 3.204 -1.404
H 0.887 4.807 2.028
H 2.326 4.206 1.195
H -0.991 5.357 -0.138
H -1.213 7.209 -1.781
H 2.344 9.793 -2.139
H 1.488 10.479 -3.481
H 3.014 7.817 -1.637
H 3.228 5.991 -0.019
H -0.094 2.557 2.576
H 1.524 2.046 2.062
H -0.309 -8.483 0.828
*
```